The following is a quantum chemistry calculation of a single C2H3N3O2 molecule, from OMol25.

The geometry in XYZ format:
```
10
Properties=species:S:1:pos:R:3:forces:R:3:nbo_charge:R:1
O -2.3882 0.0863 1.3768 1.103 -0.084 0.040 -0.591
C -1.4084 0.1108 0.6633 0.310 -0.550 0.962 0.718
N -1.3844 0.4161 -0.6724 -0.387 1.025 -0.996 -0.533
C -0.1607 0.4476 -1.0702 0.859 -0.272 -2.058 0.240
N 0.7132 0.0769 -0.1248 -0.427 0.317 1.135 0.056
O 1.9477 -0.4365 -0.2207 1.967 1.222 1.276 -0.536
N -0.0319 -0.1805 1.0346 -1.703 -0.581 -0.762 -0.497
H 0.2111 0.7303 -2.1234 -0.662 -0.692 1.870 0.218
H 2.1916 -1.1086 -0.8575 -1.409 -0.618 -0.683 0.495
H 0.3100 -0.1423 1.9943 0.349 0.234 -0.785 0.429
```
Positions in Å, forces in eV/Å.

Results
LUMO level   0.07 eV
Total charge   0
Largest force on an atom   2.6 eV/Å
SMILES   O=c1ncn(O)[nH]1
E_HOMO   -9.04 eV
Frontier orbital gap   9.1 eV
Energy   -392.6573 Ha